[1]
Formula: C49H56LaN4O3PSe
Source: OMol25
Level of theory: ωB97M-V/def2-TZVPD

Positions of all 115 atoms, in Å:
La: 12.6990 11.2837 13.6458
C: 13.7006 12.1957 21.2353
C: 14.2507 13.4008 20.4717
C: 13.2911 14.5892 20.6256
C: 15.6523 13.7344 21.0333
C: 14.2528 13.0778 18.9764
C: 13.1283 13.1998 18.1568
C: 13.1623 12.9641 16.7722
Se: 11.5297 13.2409 15.7738
C: 10.4834 11.8651 16.6530
C: 9.7642 12.1427 17.8079
C: 9.0221 11.0916 18.3621
C: 9.0485 9.8188 17.7703
C: 9.8632 9.5087 16.6417
C: 10.5011 10.5927 16.0224
O: 11.1999 10.3347 14.9665
C: 9.9454 8.0561 16.1401
C: 9.2122 7.1494 17.1402
C: 11.4036 7.6812 16.2027
C: 9.4588 7.9856 14.6732
C: 8.0473 11.2496 19.6080
C: 8.3441 10.2274 20.6880
C: 6.6377 11.1615 19.0101
C: 8.3304 12.6746 20.2596
C: 14.3245 12.4040 16.2136
O: 14.2925 12.1299 14.9189
C: 15.4921 12.2491 16.9856
C: 15.4017 12.5800 18.3597
C: 16.7249 11.4719 16.4770
C: 16.2162 10.0576 16.1398
C: 17.9724 11.4983 17.3186
C: 17.1658 12.1636 15.1237
H: 13.5298 12.4260 22.2856
H: 12.8433 11.8508 20.6847
H: 14.3509 11.2645 21.2564
H: 13.3730 14.9840 21.6033
H: 13.5853 15.3743 19.9406
H: 12.3640 14.2954 20.3882
H: 15.5313 14.0014 22.0334
H: 16.2656 12.8591 20.9794
H: 16.0684 14.6334 20.4337
H: 12.1795 13.5017 18.5593
H: 9.7391 13.1376 18.2199
H: 8.5935 8.9981 18.3015
H: 9.6793 7.1564 18.1417
H: 8.1801 7.4147 17.2156
H: 9.1904 6.0871 16.8883
H: 11.7978 7.7754 17.2831
H: 11.5508 6.5961 15.9466
H: 11.9703 8.3031 15.5493
H: 8.3586 8.1116 14.7597
H: 9.9363 8.8254 14.1990
H: 9.6519 6.9758 14.2528
H: 9.2720 10.4534 21.1689
H: 7.5554 10.1956 21.4840
H: 8.3754 9.2280 20.1982
H: 6.5259 10.2350 18.3417
H: 5.8746 11.1734 19.8241
H: 6.4331 12.0168 18.3520
H: 9.4388 12.6729 20.3171
H: 7.9490 13.4852 19.6666
H: 7.9666 12.7254 21.2386
H: 16.3005 12.3983 18.9229
H: 15.7725 9.6745 17.0802
H: 15.4273 10.1015 15.4021
H: 17.0486 9.4382 15.8249
H: 17.7300 11.0680 18.3030
H: 18.8287 10.9744 16.8034
H: 18.3484 12.5435 17.3768
H: 16.4206 12.2385 14.3156
H: 17.6202 13.2057 15.1583
H: 17.9500 11.4908 14.6480
O: 15.3575 10.8159 12.1233
N: 14.5094 11.4247 11.2920
C: 15.0662 12.3465 10.6072
C: 14.2431 13.1072 9.7039
C: 14.6871 13.1845 8.4041
C: 13.9274 13.8632 7.4232
C: 12.8483 14.5826 7.8404
C: 12.4278 14.5947 9.1616
C: 13.0639 13.7713 10.0709
P: 12.4413 13.8057 11.7389
C: 11.0520 12.4934 11.5926
C: 9.9318 12.4985 12.4312
C: 9.2096 11.3455 12.6077
C: 9.3623 10.2089 11.7457
C: 10.2568 10.3626 10.6796
C: 11.1455 11.4730 10.6463
C: 11.4685 15.3741 11.8210
C: 12.2568 16.4958 12.1197
C: 11.6611 17.7533 12.0889
C: 10.3157 17.9360 11.8902
C: 9.5030 16.7772 11.5571
C: 10.1189 15.5606 11.4742
H: 15.0808 9.8860 12.2609
H: 16.1437 12.6127 10.7827
H: 15.6400 12.7782 8.0503
H: 14.1520 13.8654 6.3868
H: 12.2307 15.0422 7.0612
H: 11.5267 15.1100 9.3848
H: 9.7820 13.3341 13.0861
H: 8.4238 11.2905 13.3922
H: 8.8615 9.2640 11.7950
H: 10.3944 9.6572 9.8510
H: 11.8600 11.5660 9.8630
H: 13.3116 16.4137 12.2553
H: 12.2560 18.6689 12.2634
H: 9.7797 18.8732 11.8941
H: 8.4249 16.9291 11.5417
H: 9.5983 14.6187 11.2391
N: 10.1540 6.9008 10.3712
C: 10.7948 7.0228 11.3352
N: 11.6058 7.0720 12.3730
C: 12.3324 8.1054 12.5605
N: 12.9924 9.0304 12.8206

Forces on the atoms, in the same order (eV/Å):
0.19 0.39 -0.92
0.92 -1.25 -0.04
0.14 -0.12 -0.35
3.82 0.46 0.24
-0.65 1.40 -3.00
0.60 -0.56 -0.53
0.13 0.29 -0.51
0.58 -0.37 1.87
0.04 -0.01 0.58
0.05 -0.07 -0.87
-0.57 -1.11 -0.28
-0.74 -0.25 0.97
1.88 0.43 -0.69
-2.31 0.34 1.64
-0.29 -0.25 1.67
0.71 0.44 -1.09
0.41 0.32 0.64
0.27 -0.70 -0.14
1.02 -1.68 1.84
-1.29 -0.96 1.70
0.89 2.01 -0.94
-1.40 -1.15 -0.42
-0.63 -0.90 -0.09
1.23 -2.05 -1.67
-0.08 0.96 -0.62
0.34 -0.36 -0.28
-0.04 -0.42 1.99
0.05 -0.16 -1.30
-0.86 1.73 -3.02
0.20 0.34 1.42
0.60 0.14 0.22
1.28 -0.29 -1.50
-0.47 0.11 0.00
-0.92 -0.07 0.32
-0.18 1.27 -0.27
-0.28 0.39 1.22
0.09 0.25 -0.21
-3.62 -0.88 -0.52
-0.05 0.58 1.78
0.68 -0.27 -0.12
-0.27 -1.54 1.05
-0.20 0.23 0.22
0.09 0.09 0.02
-0.30 0.24 -0.17
-0.19 0.35 -0.39
-0.79 0.26 0.21
0.34 0.03 -0.57
-0.49 0.07 -1.58
-0.12 0.95 -0.03
0.65 0.23 -0.38
0.44 0.13 -0.59
-0.05 -0.19 -0.78
0.11 0.84 -0.01
0.74 -0.06 0.21
0.50 0.13 -0.73
0.13 0.46 0.79
0.01 1.15 1.21
0.35 -0.19 -0.62
0.16 -0.11 0.17
-0.57 0.60 0.12
-0.03 0.43 -0.29
-0.80 0.09 1.49
0.03 0.16 0.31
0.27 -0.25 -0.50
0.02 -0.07 -0.25
0.00 -0.29 -0.16
0.72 0.13 -0.15
-1.10 0.04 0.62
-0.43 -0.54 0.49
-0.11 -0.20 0.80
-0.47 -1.24 0.65
-0.52 0.77 0.62
1.68 -1.13 1.62
-0.94 0.67 -1.32
0.73 -0.42 1.69
-0.12 0.63 -0.68
0.14 0.70 -2.10
0.67 -0.46 1.64
-1.30 0.36 -0.80
0.37 -0.96 -1.15
0.23 0.85 -0.16
-1.98 -0.61 0.89
0.35 0.94 -1.12
1.14 -0.42 0.91
-1.73 -1.94 -0.19
1.20 1.76 -0.65
1.01 0.75 -0.06
-1.12 -0.41 0.72
1.05 0.73 -0.22
-1.35 -0.23 -0.63
0.64 1.57 0.44
-1.76 -2.42 -1.00
0.97 2.18 1.14
0.13 -1.94 0.39
-0.44 0.44 -0.26
-0.92 -0.53 -0.43
-0.34 -0.27 0.56
0.56 -0.18 -0.66
0.23 0.22 0.46
-0.44 0.42 0.39
-0.20 0.26 0.34
0.70 0.15 -0.57
-0.59 -0.10 0.48
-0.40 -0.11 0.69
0.55 -0.24 -0.42
0.56 -0.12 0.34
-0.13 -0.74 -0.03
0.45 0.29 0.21
0.23 -0.31 -0.51
-0.20 0.83 -0.05
0.06 0.18 0.76
-0.09 -0.23 -1.18
0.49 0.41 0.34
-1.18 -1.28 -0.25
1.23 0.08 -0.08

The calculation puts the electronic energy at -5119.8911 Eh. The LUMO energy comes out at -0.2 eV.

[2]
Formula: C4H14N2O
Source: OMol25
Level of theory: ωB97M-V/def2-TZVPD

Positions of all 21 atoms, in Å:
C: 0.5998 -1.5595 0.5752
C: 1.4053 -0.2477 0.3075
C: 0.5720 1.0111 0.3596
C: -0.0843 1.3862 -0.9370
N: 0.9001 1.6210 -2.0301
N: 0.1984 -1.8604 1.9221
H: -0.3023 -1.4971 -0.0411
H: 1.2415 -2.4002 0.2027
H: 2.3109 -0.2017 0.9529
H: 1.8973 -0.4704 -0.6523
H: 1.1563 1.8792 0.7015
H: -0.1902 0.9482 1.1701
H: -0.8321 0.6573 -1.2748
H: -0.7100 2.3131 -1.0001
H: 0.9372 0.7950 -2.6145
H: 1.8356 1.7155 -1.6531
H: 0.8862 -2.0897 2.6189
H: -0.4736 -1.1973 2.2789
H: -3.1095 0.6285 -0.3981
H: -2.9737 -0.6927 -0.9416
O: -3.0328 -0.2754 -0.0724

Forces on the atoms, in the same order (eV/Å):
1.32 0.01 -0.26
0.89 -1.44 0.18
-0.48 1.00 1.23
-0.67 0.99 -1.89
-0.23 -0.62 -0.06
-0.91 0.00 0.15
0.04 -0.24 0.02
-0.70 0.54 0.22
-0.80 0.04 0.17
-0.43 0.69 -0.23
0.19 -0.21 -0.26
0.27 -0.28 -0.49
0.49 -0.40 0.08
0.55 -0.42 1.23
0.12 0.06 -0.11
-0.03 0.13 0.10
0.36 0.21 -0.25
0.05 -0.04 0.14
-0.07 0.41 0.62
0.02 -0.69 0.26
0.03 0.27 -0.85

The SMILES is NCCCCN.O. The calculation puts the electronic energy at -345.5215 Eh. The LUMO energy comes out at 0.7 eV.

[3]
Formula: C20H55MgN6O8
Source: OMol25
Level of theory: ωB97M-V/def2-TZVPD

Positions of all 90 atoms, in Å:
Mg: 10.9307 -10.9252 -7.0557
N: 12.9518 -12.2377 -9.2820
O: 13.6583 -12.9430 -10.0183
O: 13.2683 -11.9984 -8.1047
O: 11.8533 -11.7964 -9.5437
C: 8.2675 -7.0345 -8.1795
C: 9.5146 -7.9437 -8.1636
C: 10.7312 -7.2982 -7.5832
O: 11.6573 -8.4084 -7.4044
C: 12.9226 -7.8455 -6.9727
N: 9.1649 -9.1755 -7.5264
H: 7.4618 -7.5148 -8.7346
H: 8.5108 -6.1480 -8.7652
H: 7.9632 -6.7713 -7.1665
H: 9.8543 -8.1309 -9.1823
H: 10.5525 -6.7862 -6.6377
H: 11.1210 -6.5638 -8.2880
H: 13.6529 -8.6313 -6.7796
H: 12.9104 -7.1730 -6.1150
H: 13.3475 -7.2137 -7.7527
H: 8.3857 -9.5012 -8.0804
H: 8.7128 -8.9573 -6.6500
C: 18.1368 -12.1504 -13.7243
C: 18.8566 -12.6893 -12.4923
C: 20.3293 -12.3600 -12.5163
O: 20.9734 -12.9329 -13.6531
C: 22.3527 -13.1678 -13.5227
N: 18.1748 -11.9958 -11.3977
H: 18.2497 -11.0761 -13.8703
H: 17.0820 -12.4240 -13.6997
H: 18.4482 -12.5902 -14.6717
H: 18.7472 -13.7723 -12.4356
H: 20.7164 -12.7766 -11.5864
H: 20.5933 -11.3038 -12.4621
H: 22.4950 -14.0017 -12.8354
H: 22.8633 -12.3063 -13.0922
H: 22.8381 -13.2334 -14.4964
H: 18.1044 -11.0572 -11.7642
H: 17.2114 -12.2990 -11.3875
C: 10.3090 -15.8372 -7.1448
C: 9.1732 -14.9079 -7.5054
C: 7.7966 -15.5507 -7.1641
O: 6.7748 -14.5073 -7.2350
C: 5.5825 -14.7403 -6.5728
N: 9.3630 -13.7178 -6.7212
H: 10.4435 -16.7075 -7.7871
H: 10.3238 -16.1763 -6.1090
H: 11.2637 -15.3302 -7.2841
H: 9.2373 -14.6820 -8.5698
H: 7.8052 -16.1173 -6.2330
H: 7.6158 -16.2574 -7.9740
H: 4.8712 -13.9544 -6.8267
H: 5.6859 -14.7288 -5.4878
H: 5.1666 -15.7005 -6.8781
H: 9.4807 -13.8958 -5.7340
H: 8.3661 -13.5847 -6.6284
C: 6.4121 -12.6362 -11.6085
C: 5.2634 -11.7603 -11.1824
C: 3.8644 -12.3445 -11.1825
O: 3.0683 -11.3569 -10.6638
C: 1.6438 -11.6421 -10.5720
N: 5.5177 -11.3617 -9.8082
H: 7.3163 -12.0426 -11.4738
H: 6.2964 -13.0626 -12.6049
H: 6.4922 -13.4531 -10.8914
H: 5.3366 -10.8851 -11.8280
H: 3.7689 -13.1952 -10.5079
H: 3.5893 -12.6485 -12.1925
H: 0.9532 -10.8030 -10.4867
H: 1.5417 -12.2274 -9.6582
H: 1.2652 -12.2068 -11.4240
H: 5.7422 -12.2247 -9.3339
H: 4.6052 -11.0420 -9.5164
C: 16.5818 -16.1862 -6.0474
C: 17.5260 -15.5241 -7.1590
C: 17.4830 -16.2775 -8.5773
O: 17.9611 -17.6311 -8.4499
C: 19.3488 -17.6827 -8.2059
N: 17.0633 -14.1980 -7.3191
H: 15.5422 -16.2060 -6.3746
H: 16.6007 -15.5964 -5.1310
H: 16.8838 -17.2232 -5.9012
H: 18.5897 -15.5012 -6.9219
H: 18.0471 -15.6978 -9.3079
H: 16.4467 -16.2382 -8.9128
H: 19.6179 -18.7282 -8.3565
H: 19.6234 -17.5890 -7.1552
H: 19.9812 -17.1017 -8.8772
H: 16.1113 -14.0988 -7.6415
H: 17.5858 -13.9234 -8.1386

Forces on the atoms, in the same order (eV/Å):
0.60 0.19 -2.77
1.20 -1.83 0.23
-1.03 1.38 0.69
1.60 0.38 3.30
-3.58 1.07 -2.29
0.96 -0.01 -0.74
-0.34 1.84 -1.16
0.11 -0.98 0.53
0.81 1.10 1.01
0.93 -0.05 -0.53
0.30 -2.34 0.81
-0.11 -0.12 0.24
-0.10 0.28 0.28
-0.09 0.08 -0.07
-0.52 -0.51 -0.20
0.05 -0.11 0.29
0.22 -0.10 -0.03
-0.32 -0.20 -0.05
-0.80 -0.31 0.38
-0.14 -0.19 -0.41
-0.23 -0.79 -0.21
-0.06 0.14 0.51
0.04 -1.14 -1.65
-0.88 1.11 -1.45
1.07 -0.64 0.45
-0.89 0.08 -0.33
0.03 0.83 0.67
0.67 -0.20 0.83
0.00 0.11 0.37
-0.18 0.28 0.33
0.47 -0.12 -0.04
-0.06 0.01 0.17
0.41 -0.25 0.16
-0.47 0.41 -0.14
0.43 -0.33 -0.32
-0.03 0.30 0.41
-0.43 -0.73 -0.06
-0.02 0.49 0.48
-0.16 -0.27 0.15
1.11 -0.73 -0.56
0.77 -2.13 0.51
-0.27 0.58 -1.48
2.18 -0.11 -0.26
-0.91 -0.53 0.41
-1.16 2.35 0.67
-0.53 -0.16 0.00
-0.42 0.03 0.09
-0.01 0.38 0.00
-0.23 0.25 0.08
-0.08 0.38 0.36
-0.26 -0.26 0.05
0.13 0.01 -0.18
0.17 -0.11 0.21
-0.22 -0.10 0.06
1.05 -0.88 0.29
-0.85 2.08 -0.17
-0.25 -0.56 0.37
0.53 -0.05 0.02
0.46 -0.84 -0.95
-2.73 2.21 -0.19
0.81 -0.89 0.35
0.58 0.67 0.07
0.10 -0.11 -0.46
0.22 0.20 -0.02
0.06 -0.37 -0.05
-0.62 0.24 0.02
0.46 -0.66 -0.06
-0.34 -0.06 -0.21
0.91 0.63 0.02
-0.38 -0.29 -0.03
0.35 -0.23 -0.12
-0.09 -0.08 0.54
0.07 0.21 0.81
1.46 -0.05 -1.34
-1.80 -2.31 -0.22
-0.15 -0.25 2.34
-0.37 1.38 -0.61
0.18 -1.74 0.22
0.72 1.75 -0.85
0.00 0.11 -0.37
0.32 -0.14 0.00
-0.03 0.05 0.35
-0.14 0.01 0.71
0.46 -0.01 -0.06
-0.10 -0.62 -0.05
0.04 -0.12 -0.44
-0.12 0.88 0.16
-0.23 0.42 0.05
-0.45 -0.50 0.21
0.18 1.21 -0.15

The calculation puts the electronic energy at -1925.0432 Eh. The LUMO energy comes out at -5.5 eV. As for the total charge: +1.

The lowest electronic energy belongs to which entry?
C49H56LaN4O3PSe

The lowest electronic energy belongs to which entry?
C49H56LaN4O3PSe

Which formula does entry 3 have?
C20H55MgN6O8